No. 1
{
  "formula": "C27H43B4F3O21S",
  "method": "ωB97M-V/def2-TZVPD",
  "elements": ["S", "F", "F", "F", "O", "O", "O", "O", "O", "O", "O", "O", "O", "O", "O", "O", "O", "O", "O", "O", "O", "O", "O", "O", "O", "C", "C", "C", "C", "C", "C", "C", "C", "C", "C", "C", "C", "C", "C", "C", "C", "C", "C", "C", "C", "C", "C", "C", "C", "C", "C", "C", "B", "B", "B", "B", "H", "H", "H", "H", "H", "H", "H", "H", "H", "H", "H", "H", "H", "H", "H", "H", "H", "H", "H", "H", "H", "H", "H", "H", "H", "H", "H", "H", "H", "H", "H", "H", "H", "H", "H", "H", "H", "H", "H", "H", "H", "H", "H"],
  "coordinates": [[0.21794, -4.04748, -3.34210], [-2.23823, -4.87495, -3.99377], [-1.51557, -5.64145, -2.12063], [-0.73538, -6.41120, -3.96075], [4.80509, 8.15427, 1.70505], [-0.84958, -1.09925, -0.02649], [2.98338, 8.11077, 2.98805], [-1.33867, 0.15832, -4.40797], [-4.11792, -0.66233, -7.00757], [-4.43476, -1.54866, 5.94053], [-3.55987, -0.67644, -4.71895], [3.34486, 3.49421, 4.59896], [0.69465, -11.38430, -8.19398], [0.46905, 0.59215, -2.84760], [0.53094, -10.22056, -6.29340], [-0.63388, 2.70110, 2.34947], [-2.32823, -1.35752, 5.23046], [-2.75838, 3.22733, 1.89176], [-1.84441, -2.14026, -3.94922], [4.77461, 4.14771, 3.01221], [1.28336, -1.59535, 0.36980], [0.65018, -3.97599, -1.96618], [1.11708, -4.47744, -4.38225], [0.42089, -1.40745, -4.09679], [-4.25945, 1.38758, -5.73379], [4.99531, 10.45325, 1.24831], [3.82909, 8.75031, 2.43660], [3.52975, 3.95251, 3.50738], [-2.95674, -0.51768, 7.44206], [2.50300, 4.41159, 2.49438], [-2.23605, 1.10938, 3.00054], [-1.20226, -9.87732, -7.83809], [3.30888, 4.48119, 1.19811], [-0.27046, -3.20724, 1.07001], [-0.93196, 0.81285, 3.73839], [5.75039, 9.12697, 1.22862], [4.03971, 10.25201, 2.42431], [-1.22317, -8.74093, -6.81843], [0.07914, 1.56500, 2.88138], [1.06525, -3.48347, 1.76101], [-0.03349, -1.86195, 0.41777], [-0.08006, 1.81337, -2.31548], [-1.41604, 1.60740, -1.62281], [-1.96788, 2.46004, 2.36007], [-5.21486, -1.12220, 7.07131], [2.03888, -2.71840, 0.86904], [-3.14286, -1.18074, 6.08980], [-0.41994, -9.34314, -5.66958], [4.70512, 4.79392, 1.72625], [-4.20927, -0.94453, 8.20514], [-1.17463, -5.32601, -3.35241], [0.10006, -10.59415, -7.52320], [-3.95285, 0.04304, -5.84406], [-0.50876, -2.35771, -3.86437], [-0.12281, -0.13365, -3.78540], [-2.27414, -0.86571, -4.36720], [4.48663, 10.53640, 3.37850], [5.65415, 11.31303, 1.34479], [0.67288, 2.14458, -1.59533], [-4.54180, -0.23457, 8.95877], [-2.01964, -10.58511, -7.68860], [-3.80667, -0.18978, -7.78881], [-0.70281, -0.24250, 3.84438], [-0.13250, 2.58621, -3.09099], [-5.71216, -0.18636, 6.80845], [6.60864, 9.12826, 1.90341], [-2.43007, 0.38461, 2.20737], [-3.10310, 1.17213, 3.65218], [-2.21873, -8.42174, -6.51802], [4.42391, 10.56558, 0.32626], [2.94760, 5.22096, 0.48682], [-0.48197, -3.92572, 0.27860], [-0.69618, -7.87442, -7.21965], [-4.03268, -1.90236, 8.69573], [-2.25648, 1.70393, -2.31639], [5.50473, 4.39907, 1.10283], [-2.91448, 0.56193, 7.28446], [-5.96954, -1.87952, 7.26608], [1.31428, -4.53814, 1.85132], [6.07883, 8.82587, 0.23716], [-1.52753, 2.39662, -0.86979], [1.67233, 3.71602, 2.44865], [3.30639, 3.50669, 0.70564], [3.08644, 10.76095, 2.31358], [-3.51393, 1.98769, -5.85107], [4.84826, 5.86283, 1.86786], [2.13110, 5.39321, 2.79334], [2.90758, -2.33120, 1.39529], [-1.20459, -9.54648, -8.87284], [0.12450, -8.60337, -5.08950], [1.06050, -3.04809, 2.76149], [0.43563, 0.95788, 2.04501], [-2.02524, -0.84564, 7.89477], [-1.04280, -9.93601, -4.99584], [-1.11588, -3.15204, 1.75121], [2.36911, -3.30714, 0.01235], [-1.44073, 0.63921, -1.11977], [-0.96325, 1.25107, 4.73710], [0.93518, 1.92469, 3.44892]],
  "lowdin_charge": [0.8630, 0.1643, 0.1602, 0.1466, -0.0059, 0.1009, 0.1307, 0.3558, 0.2147, 0.0278, 0.3685, 0.1114, 0.1229, 0.1671, 0.0245, 0.0088, 0.1108, 0.1126, 0.3324, 0.0255, 0.0302, -0.2790, -0.2715, 0.3317, 0.1929, -0.1484, -0.4777, -0.4836, -0.0717, -0.0632, -0.0665, -0.0767, -0.1393, -0.0669, -0.1559, -0.1482, -0.0705, -0.1545, -0.1455, -0.1360, -0.4880, -0.1733, -0.0398, -0.4873, -0.1508, -0.1418, -0.4786, -0.1581, -0.1471, -0.1495, -0.6889, -0.4884, -0.7250, -0.5348, -0.6714, -0.6260, 0.1328, 0.1150, 0.1214, 0.1152, 0.1298, 0.1183, 0.0964, 0.1279, 0.1269, 0.1280, 0.1301, 0.1203, 0.1140, 0.1177, 0.1149, 0.1109, 0.1187, 0.1179, 0.0838, 0.1233, 0.1314, 0.1243, 0.1170, 0.1251, 0.0837, 0.0905, 0.1139, 0.1261, 0.1157, 0.0986, 0.1286, 0.1247, 0.1235, 0.1125, 0.1152, 0.1224, 0.1263, 0.1274, 0.1273, 0.1168, 0.0601, 0.1182, 0.1133],
  "charge": 0,
  "spin_multiplicity": 1,
  "orbital_gap_ev": 9.819,
  "lumo_ev": 0.01
}

No. 2
{
  "formula": "C27H43GeN7NaO3S3",
  "method": "ωB97M-V/def2-TZVPD",
  "elements": ["Ge", "S", "S", "S", "Na", "O", "O", "O", "N", "N", "N", "N", "N", "N", "N", "C", "C", "C", "C", "C", "C", "C", "C", "C", "C", "C", "C", "C", "C", "C", "C", "C", "C", "C", "C", "C", "C", "C", "C", "C", "C", "C", "H", "H", "H", "H", "H", "H", "H", "H", "H", "H", "H", "H", "H", "H", "H", "H", "H", "H", "H", "H", "H", "H", "H", "H", "H", "H", "H", "H", "H", "H", "H", "H", "H", "H", "H", "H", "H", "H", "H", "H", "H", "H", "H"],
  "coordinates": [[2.20262, 1.06825, 0.12549], [-3.35687, 2.10624, 0.27766], [0.57808, -2.65742, 0.52228], [0.22848, 1.75574, -0.80591], [-1.32097, -0.51741, -0.79424], [-2.06392, 2.89451, 0.01809], [-3.72232, 2.10888, 1.67145], [0.28052, -1.82830, -0.70850], [-3.64781, -1.46919, -0.67278], [-0.03657, 3.88519, 0.77213], [-5.35493, 0.08363, -0.08209], [-0.97830, 0.56450, 1.83872], [-0.54030, 1.90915, 1.81255], [-7.34109, 5.27159, -2.65120], [-3.08106, 0.70895, -0.32987], [3.02941, 0.27490, -1.44298], [-6.23871, -0.90745, -0.11566], [-5.63165, 3.51517, 0.06799], [2.46595, -6.54072, -0.87611], [-4.51013, 3.04494, -0.60528], [3.07344, -7.83532, -1.33547], [-4.34303, 3.29128, -1.96626], [4.59456, -1.61397, 0.61692], [-5.28810, 4.02254, -2.64715], [-6.42145, 4.51610, -1.98024], [-0.52351, 2.59277, 0.59499], [0.93789, -4.70421, -1.26154], [4.54055, -0.01689, -1.37820], [4.90642, -1.40098, -0.85505], [4.68867, 3.27322, 2.78212], [4.31132, 2.20822, 1.75301], [-4.55338, -2.44050, -0.68402], [2.81764, -5.97706, 0.34391], [5.03713, 4.61613, 2.15776], [-5.88980, -2.21617, -0.40566], [-4.09503, -0.23877, -0.35362], [2.24828, -4.78328, 0.76993], [1.30348, -4.16660, -0.03119], [1.52413, -5.88438, -1.67424], [3.07013, 2.58905, 0.93396], [-1.00218, -3.30762, 1.04367], [-6.57922, 4.24927, -0.61478], [2.54347, -4.33992, 1.71282], [-0.52447, 4.39403, 1.50094], [-5.75821, 3.29856, 1.11829], [4.38995, -2.15776, -1.45504], [3.35491, -7.79053, -2.38739], [3.52307, -1.56003, 0.82195], [3.85876, 3.39498, 3.48598], [-1.47940, -3.82173, 0.21004], [5.88733, 4.52617, 1.47738], [5.97473, -1.56159, -1.01804], [4.15126, 1.25617, 2.27065], [5.08327, -0.86053, 1.24061], [1.81675, 0.05770, 1.21961], [-5.15824, 4.22682, -3.70244], [-0.82643, -3.99645, 1.86988], [3.95837, -8.09046, -0.75531], [5.53411, 2.91303, 3.37371], [-7.45079, 4.62427, -0.09338], [-3.47124, 2.91738, -2.48821], [3.30315, 3.32327, 0.16117], [5.16162, 2.04334, 1.08449], [-6.61675, -3.01344, -0.41923], [5.30191, 5.35336, 2.91580], [2.46619, -0.63379, -1.67343], [2.32136, 3.04924, 1.58127], [-4.19631, -3.43360, -0.93510], [5.06012, 0.73564, -0.77687], [-8.22071, 5.48475, -2.21750], [0.22727, -4.18567, -1.89253], [-1.62074, -2.47694, 1.38424], [-0.04100, 4.41486, -0.08839], [-0.93431, 2.47733, 2.55596], [-0.47379, 0.10254, 2.58629], [2.82937, 0.97418, -2.25874], [4.95071, 0.08888, -2.38490], [3.55717, -6.46802, 0.96406], [-7.31338, 5.31893, -3.65317], [1.25788, -6.31025, -2.63414], [4.93654, -2.59239, 0.95506], [2.35598, -8.65122, -1.22705], [4.20349, 5.02640, 1.58495], [-7.26737, -0.64131, 0.10096], [-1.97399, 0.53982, 2.05416]],
  "lowdin_charge": [0.7382, 0.7153, 0.9260, 0.7728, 0.2233, -0.3037, -0.2817, -0.5800, 0.1083, 0.0900, 0.1444, 0.0415, -0.0725, 0.1232, -0.1521, -0.3242, -0.0982, -0.0489, -0.2568, -0.3176, -0.0400, -0.0483, -0.1074, -0.0178, -0.3073, -0.8226, -0.0584, -0.2664, -0.2602, -0.2721, -0.2954, -0.1180, -0.0265, -0.1112, -0.0442, -0.4413, -0.0764, -0.4130, -0.0223, -0.3435, -0.2185, -0.0140, 0.1128, 0.1132, 0.1162, 0.1086, 0.0853, 0.0278, 0.1075, 0.0652, 0.0780, 0.1094, 0.0918, 0.0711, -0.0210, 0.1157, 0.0708, 0.0797, 0.1070, 0.1164, 0.1216, 0.0765, 0.0986, 0.1045, 0.0722, 0.0569, 0.0523, 0.1133, 0.0904, 0.1016, 0.1163, 0.0438, 0.1031, 0.1463, 0.0932, 0.0651, 0.1086, 0.1186, 0.1011, 0.1219, 0.0719, 0.0909, 0.0649, 0.1180, 0.0701],
  "charge": 1,
  "spin_multiplicity": 1,
  "orbital_gap_ev": 8.527,
  "lumo_ev": -1.79
}